This record from OMol25 describes a 2-piece molecular cluster, C3H7N2S overall in a non-equilibrium geometry. The level of theory is wB97M-V/def2-TZVPD.

Each line ends with the Mulliken charge.
Geometry (Å):
C -0.72 1.41 -0.24  -0.1135
C -2.90 2.09 -0.91  -0.1435
C 2.59 -2.03 0.26  -0.0357
N -2.03 1.62 -0.18  -0.1658
N 1.53 -1.95 0.95  -0.1499
S 0.04 0.03 -0.80  -0.3086
H -0.35 1.93 0.66  0.2902
H -3.99 2.28 -0.57  0.2439
H -2.61 2.52 -1.87  0.2527
H 3.31 -1.32 0.45  0.2650
H 2.84 -2.82 -0.43  0.2791
H 1.52 -1.13 1.68  0.3203
H 0.78 -2.63 1.00  0.2658

Output
Charge   +1
Total energy   -17030.22212 eV
HOMO   -12.21 eV
Frontier orbital gap   6.9 eV